178
Properties=species:S:1:pos:R:3:lowdin_charge:R:1 method="wB97M-V/def2-TZVPD" smiles="O=[N+]([O-])c1ccccc1.O=[N+]([O-])c1ccccc1.O=[N+]([O-])c1ccccc1.O=[N+]([O-])c1ccccc1.O=[N+]([O-])c1ccccc1.O=[N+]([O-])c1ccccc1.O=[N+]([O-])c1ccccc1.COCCOC.COCCOC.COCCOC.COCCOC.COCCOC" relative_energy_kcal_mol=7.9 lumo_ha=-0.02860 orbital_gap_ev=8.5
O -4.9464 0.7315 6.8948 0.08
N -4.1107 1.4553 6.4021 -0.36
O -4.0062 2.6412 6.6289 0.08
C -3.1186 0.8368 5.5062 -0.14
C -3.1565 -0.5267 5.3235 -0.02
C -2.1304 -1.1593 4.6307 -0.07
C -1.1600 -0.3744 4.0160 -0.07
C -1.1239 1.0062 4.1961 -0.06
C -2.0843 1.6098 4.9659 0.00
H -3.9600 -1.1327 5.7190 0.12
H -2.1514 -2.2321 4.4996 0.11
H -0.4343 -0.8907 3.3996 0.10
H -0.2952 1.5509 3.7655 0.11
H -2.1412 2.6642 5.1980 0.11
O 0.9994 3.1081 -5.8753 0.07
N 2.0405 2.4818 -5.8135 -0.35
O 3.0114 2.7231 -6.5165 0.07
C 2.1309 1.3333 -4.9014 -0.14
C 0.9604 0.9256 -4.2614 0.01
C 0.9688 -0.2377 -3.5090 -0.03
C 2.1546 -0.9926 -3.3884 -0.06
C 3.2672 -0.5800 -4.0697 -0.09
C 3.3054 0.6296 -4.7271 -0.01
H 0.0121 1.4351 -4.3644 0.11
H 0.0475 -0.6236 -3.0995 0.08
H 2.0343 -1.9078 -2.8277 0.09
H 4.0969 -1.2786 -4.0574 0.10
H 4.1503 0.9041 -5.3476 0.12
O 4.3557 -3.4064 -2.7598 0.06
N 3.7628 -4.4538 -2.9037 -0.32
O 2.7442 -4.7333 -2.2994 0.08
C 4.3442 -5.4459 -3.8261 -0.14
C 5.6585 -5.2950 -4.1977 0.01
C 6.2283 -6.2941 -4.9931 -0.07
C 5.5196 -7.4142 -5.3155 -0.08
C 4.1990 -7.5860 -4.8823 -0.05
C 3.5832 -6.5578 -4.1815 0.00
H 6.2778 -4.5233 -3.7645 0.12
H 7.2335 -6.1472 -5.3657 0.11
H 5.9744 -8.2341 -5.8577 0.11
H 3.6105 -8.4639 -5.1040 0.11
H 2.5592 -6.6185 -3.8414 0.12
O 4.2244 -0.6200 1.6989 0.06
N 4.2293 0.1293 2.6455 -0.35
O 4.8375 1.1621 2.7728 0.10
C 3.4069 -0.3555 3.7885 -0.12
C 2.9240 -1.6607 3.7912 -0.01
C 2.1042 -2.0739 4.8297 -0.06
C 1.7102 -1.1809 5.8143 -0.08
C 2.0892 0.1514 5.7464 -0.07
C 2.9128 0.5622 4.7066 -0.01
H 3.2513 -2.3685 3.0409 0.09
H 1.8511 -3.1258 4.7758 0.11
H 1.0605 -1.4520 6.6370 0.11
H 1.7404 0.8102 6.5284 0.11
H 3.2916 1.5751 4.6371 0.12
O 8.2028 0.2870 -1.0193 0.08
N 7.9704 1.4730 -1.0620 -0.36
O 8.8118 2.3406 -1.1148 0.08
C 6.5603 1.8955 -1.1541 -0.13
C 6.2468 3.1760 -0.7390 -0.01
C 4.9262 3.6149 -0.7000 -0.05
C 3.9548 2.6749 -1.0119 -0.07
C 4.2422 1.3527 -1.3481 -0.06
C 5.5588 0.9884 -1.5149 0.01
H 7.0684 3.7743 -0.3661 0.12
H 4.7135 4.6631 -0.5497 0.11
H 2.8971 2.9114 -1.0683 0.08
H 3.5038 0.6393 -1.6889 0.09
H 5.7808 -0.0224 -1.8315 0.12
O -0.3923 6.7116 -2.3298 0.09
N 0.2119 5.8512 -1.7325 -0.35
O 0.6365 4.8181 -2.1958 0.07
C 0.6410 6.1899 -0.3390 -0.14
C 1.6062 5.3816 0.2469 -0.02
C 2.0245 5.6418 1.5400 -0.06
C 1.4369 6.6905 2.2354 -0.07
C 0.4991 7.5201 1.6572 -0.05
C 0.0961 7.2477 0.3406 -0.01
H 1.9960 4.4735 -0.1864 0.08
H 2.7229 4.9417 1.9773 0.11
H 1.7630 6.8662 3.2549 0.11
H 0.0435 8.3415 2.1882 0.11
H -0.6321 7.8924 -0.1339 0.12
O -2.2963 -2.8727 1.4519 0.06
N -3.2792 -3.5708 1.3502 -0.34
O -3.2896 -4.6702 0.8456 0.09
C -4.5981 -3.0141 1.7096 -0.14
C -5.7205 -3.8126 1.5565 0.00
C -6.9559 -3.3810 1.9869 -0.06
C -7.0740 -2.0728 2.4347 -0.07
C -5.9528 -1.2561 2.6246 -0.06
C -4.7017 -1.7246 2.2407 -0.02
H -5.5405 -4.8162 1.1954 0.12
H -7.9061 -3.8818 1.8654 0.11
H -8.0628 -1.6670 2.6067 0.11
H -6.0666 -0.2222 2.9178 0.11
H -3.8374 -1.0738 2.2428 0.10
C -4.8683 -0.4102 -1.5803 -0.09
O -4.5997 -1.4040 -2.5409 -0.19
C -4.2379 -0.9386 -3.8327 -0.19
C -2.7559 -0.7449 -4.0710 -0.20
O -1.8800 -1.8478 -3.9923 -0.18
C -1.8911 -2.5437 -2.7736 -0.11
H -5.0208 -0.8615 -0.5962 0.07
H -5.7328 0.2085 -1.8316 0.09
H -3.9586 0.1786 -1.3996 0.08
H -4.7124 0.0256 -4.0396 0.11
H -4.6044 -1.7288 -4.4967 0.13
H -2.5031 -0.0189 -3.2796 0.11
H -2.6534 -0.3988 -5.0994 0.14
H -1.1431 -3.3409 -2.7648 0.09
H -2.8169 -3.1135 -2.6484 0.09
H -1.7452 -1.9451 -1.8676 0.07
C -7.7923 3.3012 -2.9666 -0.10
O -6.4312 3.6388 -2.7972 -0.19
C -5.6370 3.2035 -3.8688 -0.23
C -4.1745 3.5375 -3.7306 -0.19
O -3.5126 2.5481 -2.9572 -0.23
C -2.2724 3.0200 -2.4325 -0.09
H -7.8991 2.2173 -3.0642 0.09
H -8.2302 3.8589 -3.8008 0.09
H -8.3058 3.6748 -2.0804 0.09
H -5.9452 3.4725 -4.8891 0.13
H -5.7421 2.1023 -3.8537 0.11
H -4.1100 4.5325 -3.2762 0.14
H -3.7261 3.5304 -4.7278 0.13
H -1.7832 2.1190 -2.0634 0.08
H -2.4362 3.7617 -1.6445 0.08
H -1.7376 3.4714 -3.2740 0.09
C 1.4231 -5.2870 1.6850 -0.10
O 1.7808 -6.3020 2.6054 -0.16
C 3.0779 -6.8154 2.4846 -0.21
C 4.2276 -5.8128 2.6732 -0.19
O 4.1707 -4.7296 1.7625 -0.22
C 5.3217 -3.9328 1.7498 -0.11
H 1.8859 -5.3962 0.7041 0.08
H 1.6444 -4.3055 2.1109 0.07
H 0.3422 -5.2737 1.5272 0.09
H 3.2705 -7.3993 1.5760 0.13
H 3.1547 -7.5265 3.3106 0.13
H 5.1527 -6.3752 2.5015 0.12
H 4.2172 -5.3995 3.6877 0.13
H 6.2756 -4.4646 1.6785 0.09
H 5.3840 -3.3243 2.6654 0.08
H 5.2216 -3.2061 0.9441 0.08
C 1.0387 1.4474 0.5331 -0.10
O -0.1226 0.8440 1.0362 -0.19
C -0.6498 -0.2949 0.3636 -0.19
C 0.2708 -1.4633 0.3604 -0.21
O 1.4305 -1.2516 -0.4153 -0.21
C 2.3774 -2.2739 -0.2403 -0.11
H 1.9597 0.9264 0.8106 0.08
H 1.1531 2.4356 0.9927 0.07
H 0.9253 1.5956 -0.5472 0.09
H -0.9356 -0.0046 -0.6547 0.11
H -1.5493 -0.5619 0.9143 0.11
H -0.2771 -2.3356 -0.0208 0.12
H 0.6434 -1.6384 1.3824 0.13
H 2.6808 -2.2587 0.8181 0.06
H 3.2744 -2.0644 -0.8156 0.08
H 1.8840 -3.2350 -0.4150 0.08
C -4.8933 2.9609 0.4092 -0.09
O -4.1501 3.7094 1.3426 -0.17
C -2.8715 3.1681 1.5266 -0.21
C -1.9281 4.1825 2.1929 -0.20
O -2.1756 4.4310 3.5430 -0.19
C -3.3699 5.1122 3.8355 -0.10
H -4.3020 2.8021 -0.5024 0.07
H -5.7697 3.4666 0.0058 0.09
H -5.1637 1.9740 0.7994 0.08
H -2.3907 2.8475 0.5937 0.11
H -2.8666 2.2711 2.1625 0.12
H -1.8396 5.0628 1.5386 0.12
H -0.9161 3.7669 2.1418 0.11
H -4.2738 4.5145 3.7348 0.09
H -3.3868 6.1050 3.3700 0.09
H -3.3527 5.4231 4.8881 0.09

***

238
Properties=species:S:1:pos:R:3:lowdin_charge:R:1 method="wB97M-V/def2-TZVPD" relative_energy_kcal_mol=154.7 lumo_ha=0.01601 orbital_gap_ev=8.2
C -3.1344 -6.5158 4.2366 -0.08
C -2.1005 -5.4481 3.8653 -0.27
N -1.7929 -4.6316 5.0146 -0.20
C -2.7671 -3.5922 5.4339 -0.23
C -3.2344 -2.6887 4.3166 -0.07
C -1.3976 -5.4107 6.2273 -0.24
C -0.7035 -4.5705 7.2926 -0.09
H -3.4543 -6.9507 3.3205 0.05
H -4.0016 -6.0967 4.7498 0.07
H -2.5686 -7.2559 4.8568 0.08
H -1.2137 -5.9700 3.4951 0.11
H -2.4557 -4.8515 3.0505 0.08
H -3.6014 -4.1638 5.7943 0.10
H -2.2423 -2.9750 6.2338 0.13
H -2.4329 -2.2870 3.7977 0.02
H -3.9233 -3.2287 3.7089 0.07
H -3.6594 -1.7948 4.7741 0.07
H -0.6213 -6.0454 5.7531 0.12
H -2.2961 -5.8851 6.6176 0.11
H -1.4094 -4.0880 7.9136 0.05
H 0.0354 -3.8854 6.8961 0.05
H -0.1195 -5.2585 7.9200 0.08
C -1.3459 -0.7697 -5.5555 -0.05
C 0.0582 -0.1520 -5.8374 -0.24
N 0.0434 1.1820 -6.3805 -0.18
C 1.4128 1.7318 -6.3350 -0.25
C 1.7877 2.3558 -5.0433 -0.08
C -0.5117 1.3656 -7.6782 -0.28
C -0.9431 2.7874 -7.9771 -0.08
H -1.2344 -1.8283 -5.6487 0.05
H -2.1668 -0.3920 -6.2025 0.08
H -1.7544 -0.5967 -4.5506 0.05
H 0.5261 -0.0692 -4.8947 0.08
H 0.6628 -0.8193 -6.4667 0.11
H 2.1440 0.9815 -6.6795 0.12
H 1.4270 2.4601 -7.0698 0.08
H 2.7058 2.9153 -5.1760 0.08
H 1.0443 3.1004 -4.7802 0.07
H 1.8701 1.6844 -4.2097 0.01
H -1.3144 0.6953 -7.9221 0.10
H 0.2809 1.1538 -8.4741 0.13
H -0.1515 3.4829 -8.0502 0.04
H -1.5808 3.2549 -7.2071 0.06
H -1.5594 2.9098 -8.9178 0.10
C -1.2658 -4.5680 0.5635 -0.09
C -1.2163 -6.0328 0.2338 -0.27
N 0.0019 -6.6840 0.7425 -0.17
C -0.1860 -8.1420 0.7262 -0.26
C 0.6633 -8.9391 1.7546 -0.09
C 1.1748 -6.2498 -0.0343 -0.24
C 1.0894 -6.5519 -1.4919 -0.08
H -0.9175 -4.4617 1.6164 0.06
H -2.2717 -4.1516 0.4189 0.07
H -0.5470 -3.9136 -0.0260 0.08
H -2.0323 -6.6440 0.6873 0.11
H -1.3786 -6.2176 -0.8568 0.11
H -1.2110 -8.4441 0.9557 0.10
H 0.0176 -8.6117 -0.2480 0.10
H 0.4211 -9.9826 1.7999 0.06
H 1.7280 -8.7846 1.4842 0.06
H 0.6277 -8.5235 2.7880 0.07
H 2.1086 -6.7167 0.4400 0.13
H 1.2578 -5.1257 0.1119 0.11
H 0.3697 -5.8967 -1.9708 0.07
H 0.9133 -7.6051 -1.6398 0.07
H 1.9741 -6.2857 -2.0437 0.05
C 0.4156 -0.9562 5.1444 -0.09
C 1.6616 -0.8165 4.3699 -0.27
N 1.6922 -1.6764 3.1886 -0.19
C 1.2638 -3.0776 3.3652 -0.21
C 2.1159 -3.8832 4.4207 -0.06
C 2.9896 -1.5657 2.5367 -0.24
C 3.1542 -2.5477 1.3173 -0.07
H 0.3496 -0.2027 5.9371 0.08
H 0.4285 -1.9049 5.6426 0.05
H -0.4613 -0.8201 4.5397 0.06
H 1.7423 0.1669 3.9049 0.09
H 2.5413 -0.9271 5.0727 0.14
H 1.2432 -3.5966 2.3759 0.10
H 0.2505 -3.0363 3.7578 0.08
H 1.9527 -3.4633 5.3817 0.03
H 3.1960 -3.8692 4.3581 0.06
H 1.7923 -4.9508 4.4699 0.08
H 3.0884 -0.5459 2.1359 0.09
H 3.8654 -1.7663 3.2448 0.12
H 3.9891 -2.2628 0.7025 0.05
H 3.2618 -3.5383 1.6633 0.05
H 2.3338 -2.4206 0.6244 0.06
C 3.6439 -1.0743 -4.8659 -0.08
C 5.0403 -1.6523 -4.6222 -0.29
N 5.2622 -2.3373 -3.4013 -0.20
C 5.0151 -1.7133 -2.1622 -0.31
C 5.6719 -0.3691 -1.8496 -0.07
C 6.6911 -2.9306 -3.5215 -0.21
C 6.9913 -3.8970 -2.3735 -0.10
H 3.5358 -0.0294 -4.5008 0.07
H 2.8678 -1.5831 -4.2961 0.05
H 3.3005 -1.0851 -5.9024 0.07
H 5.3808 -2.3100 -5.4424 0.11
H 5.7730 -0.7307 -4.7315 0.14
H 3.9171 -1.5304 -2.1287 0.10
H 5.2749 -2.4760 -1.3767 0.11
H 5.3943 -0.0056 -0.8488 0.07
H 6.7569 -0.5507 -1.8658 0.07
H 5.4383 0.3811 -2.6375 0.08
H 7.4569 -2.1154 -3.5694 0.12
H 6.8100 -3.4484 -4.4475 0.09
H 6.0086 -4.3890 -2.1218 0.08
H 7.4513 -3.4284 -1.4893 0.07
H 7.6775 -4.6941 -2.7103 0.07
C -0.0545 10.4083 0.9189 -0.10
C -1.2761 9.5722 1.3314 -0.23
N -0.9247 8.2300 1.9933 -0.18
C -0.1014 8.3584 3.1836 -0.28
C 0.4852 7.0922 3.7935 -0.07
C -2.1903 7.4511 2.2847 -0.23
C -2.4206 6.5956 1.0806 -0.11
H 0.4938 10.7753 1.8224 0.08
H -0.4173 11.2459 0.2865 0.08
H 0.6702 9.7728 0.3832 0.06
H -1.9667 10.1851 1.9566 0.11
H -1.8164 9.2912 0.4108 0.10
H 0.7917 8.8415 2.8774 0.08
H -0.5801 9.0601 3.9029 0.13
H 1.2251 7.4797 4.5086 0.09
H -0.1906 6.4071 4.3699 0.08
H 1.0403 6.4877 3.1391 0.03
H -3.0373 8.1165 2.5661 0.12
H -1.9870 6.7875 3.1223 0.10
H -1.4907 6.0816 0.7978 0.06
H -2.7809 7.0966 0.2166 0.06
H -3.1198 5.7785 1.2541 0.06
C -1.0391 -0.5666 1.5358 -0.06
C -0.0911 0.5882 1.4445 -0.25
N 0.0270 1.2424 0.0926 -0.13
C 0.7286 0.2467 -0.7842 -0.23
C 1.3138 0.8367 -2.0584 -0.09
C -1.2451 1.6914 -0.5732 -0.25
C -1.9958 2.6213 0.2797 -0.09
H -2.0643 -0.1441 1.4267 0.06
H -1.0343 -1.1302 2.5164 0.07
H -0.8253 -1.2210 0.7356 0.04
H -0.1973 1.3290 2.1898 0.07
H 0.9192 0.2110 1.6545 0.09
H 1.6380 -0.0502 -0.1790 0.12
H 0.1411 -0.6615 -0.9259 0.09
H 1.9065 0.0295 -2.6370 0.08
H 0.6063 1.2559 -2.7388 0.03
H 2.0796 1.6113 -1.9021 0.07
H -1.8901 0.8585 -0.8722 0.10
H -0.8333 2.1478 -1.5073 0.10
H -1.4361 3.4706 0.6543 0.06
H -2.3216 2.1025 1.1921 0.06
H -2.9552 3.0316 -0.1924 0.09
C 2.7480 2.9023 4.1244 -0.36
O 1.9547 3.2057 5.0134 -0.01
N 2.6451 3.0846 2.8193 -0.15
C 3.7959 2.8315 1.9467 -0.05
C 1.5018 3.7391 2.1724 -0.03
H 3.6731 2.3362 4.3299 0.13
H 4.3588 3.7628 1.7709 0.09
H 3.4223 2.5453 0.9003 0.10
H 4.4552 2.0718 2.3700 0.08
H 0.6239 3.7720 2.8546 0.09
H 1.7641 4.7332 1.8032 0.05
H 1.2252 3.1853 1.2929 0.05
C -4.1485 4.5066 -5.5524 -0.36
O -4.3947 5.5221 -6.1544 0.00
N -3.0233 4.3175 -4.8094 -0.17
C -2.0466 5.4029 -4.8114 -0.06
C -2.5980 3.0972 -4.0193 -0.02
H -4.9301 3.7354 -5.4392 0.13
H -1.0269 5.0723 -5.0826 0.08
H -1.9897 5.6681 -3.7715 0.07
H -2.3399 6.2312 -5.4721 0.09
H -1.6495 2.6679 -4.3987 0.07
H -2.5337 3.3011 -2.9373 0.07
H -3.4068 2.3520 -4.0993 0.08
C 2.1402 6.7466 0.3322 -0.34
O 3.0080 6.3533 1.1105 -0.02
N 1.6942 6.0958 -0.7410 -0.16
C 0.4679 6.4391 -1.5049 -0.04
C 2.2330 4.8392 -1.2351 -0.04
H 1.6275 7.6822 0.4729 0.11
H -0.2246 5.6509 -1.3159 0.06
H 0.6591 6.6381 -2.5414 0.08
H -0.1060 7.3230 -1.1282 0.10
H 3.1193 4.5270 -0.7023 0.08
H 1.4541 4.0869 -0.9619 0.09
H 2.3556 4.9216 -2.3004 0.08
C -3.0271 1.1849 4.7947 -0.34
O -4.1428 0.7814 5.1065 -0.02
N -2.2370 1.8508 5.6576 -0.17
C -0.8784 2.3026 5.2942 -0.06
C -2.6845 2.1930 6.9721 -0.07
H -2.6257 1.0645 3.7342 0.14
H -0.6794 2.2158 4.2188 0.07
H -0.0332 1.8489 5.8457 0.08
H -0.7197 3.3367 5.4773 0.06
H -2.1415 3.0782 7.2929 0.08
H -3.7599 2.4553 7.1032 0.10
H -2.5192 1.4212 7.7657 0.10
C 2.3670 -3.5894 -2.7269 -0.41
O 1.6420 -2.8996 -2.0554 0.01
N 2.0559 -4.2142 -3.8524 -0.19
C 2.9999 -5.0833 -4.4298 -0.06
C 0.6843 -4.1586 -4.3919 -0.01
H 3.4218 -3.5836 -2.4780 0.11
H 3.6462 -4.5192 -5.1342 0.10
H 2.4989 -5.9320 -4.8663 0.09
H 3.6215 -5.4044 -3.5889 0.08
H 0.0273 -3.7109 -3.6339 0.05
H 0.7416 -3.3748 -5.1594 0.08
H 0.2612 -5.0460 -4.8621 0.10
C -3.3304 -4.1313 -2.8921 -0.37
O -2.4746 -4.8214 -3.3462 0.04
N -3.2994 -2.8271 -2.4997 -0.18
C -4.4159 -2.4153 -1.6897 -0.09
C -2.0132 -2.2805 -2.1022 -0.04
H -4.3243 -4.6074 -2.8585 0.14
H -4.4750 -2.9800 -0.7576 0.09
H -5.3589 -2.5469 -2.1878 0.09
H -4.2568 -1.3358 -1.4673 0.06
H -1.2579 -2.6393 -2.7679 0.05
H -2.0628 -1.1251 -2.2775 0.11
H -1.8815 -2.5344 -1.0320 0.07
C -4.9758 1.5517 -0.9386 -0.36
O -4.5396 0.8271 -1.8189 0.00
N -5.4457 1.2416 0.3003 -0.17
C -5.8365 2.2441 1.3170 -0.03
C -5.4232 -0.1400 0.8175 -0.03
H -5.1480 2.6342 -1.0114 0.12
H -6.8079 1.9749 1.7930 0.10
H -5.9679 3.2101 0.8640 0.08
H -5.0840 2.2842 2.0464 0.06
H -4.4881 -0.3344 1.3695 0.08
H -6.1965 -0.2103 1.6149 0.10
H -5.6007 -0.8958 0.0419 0.07